(1)
Formula: C5H5NO2
Source: the Open Molecules 2025 dataset
Level of theory: the ωB97M-V functional and the def2-TZVPD basis

Each line ends with the Löwdin spin population.
Element x y z (Å)
C1 0.19 0.84 0.09  0.34
C2 1.31 0.00 0.09  0.12
C3 2.28 -0.83 0.34  0.33
C4 -1.14 0.60 0.01  0.30
C5 -1.02 -1.72 -0.20  0.47
N1 -1.69 -0.61 -0.28  0.10
O1 2.73 0.46 -0.46  0.10
O2 -1.99 1.57 0.12  0.15
H1 0.35 1.91 0.19  0.02
H2 0.12 -1.63 0.10  0.03
H3 -1.51 -2.76 -0.25  0.03
H4 3.28 0.91 0.20  0.00
H5 -2.90 1.25 0.04  0.00

Properties
Multiplicity: 3
E_LUMO (alpha / beta): 0.01482 / -0.08656 Ha
HOMO-LUMO gap (alpha / beta): 6.4 / 7.4 eV


(2)
Formula: C5H5NO3
Source: the Open Molecules 2025 dataset
Level of theory: the ωB97M-V functional and the def2-TZVPD basis

Each line ends with the Mulliken charge.
Element x y z (Å)
C1 -0.73 1.67 0.90  0.39
C2 1.18 -1.34 -1.83  0.18
C3 -0.26 -0.79 0.98  -0.57
C4 -1.26 0.28 0.51  -0.36
C5 -0.14 -0.16 -0.34  0.72
N1 0.42 1.68 0.22  -0.44
O1 -1.21 2.51 1.62  -0.61
O2 1.94 -1.74 -1.02  -0.39
O3 0.12 -0.52 -1.59  -0.32
H1 1.19 -1.57 -2.90  0.35
H2 0.44 -0.55 1.76  0.23
H3 -0.58 -1.82 0.98  0.26
H4 -2.31 0.05 0.37  0.41
H5 1.21 2.30 0.34  0.17

Properties
Multiplicity: 1
E_LUMO: -0.00328 Ha
HOMO-LUMO gap: 9.4 eV


(3)
Formula: C5H5NOS
Source: the Open Molecules 2025 dataset
Level of theory: the ωB97M-V functional and the def2-TZVPD basis

Each line ends with the Mulliken charge.
Element x y z (Å)
C1 0.11 1.22 -0.56  -0.71
C2 -1.07 0.75 -0.30  0.56
C3 -1.24 -0.63 0.26  0.52
C4 1.18 0.46 0.28  -0.56
C5 0.86 -1.05 0.19  -0.53
N1 -0.43 -1.61 0.38  -0.51
O1 -2.33 0.90 -0.59  -0.43
S1 -3.06 -0.47 0.32  0.01
H1 0.10 1.99 -1.34  0.37
H2 2.22 0.56 -0.06  0.32
H3 1.04 0.87 1.24  0.30
H4 1.22 -1.36 -0.75  0.34
H5 1.41 -1.63 0.95  0.31

Properties
Multiplicity: 1
E_LUMO: -0.02347 Ha
HOMO-LUMO gap: 8.0 eV


(4)
Formula: C5H5NOS
Source: the Open Molecules 2025 dataset
Level of theory: the ωB97M-V functional and the def2-TZVPD basis

Each line ends with the Mulliken charge.
Element x y z (Å)
C1 -1.41 2.43 0.11  -0.82
C2 -0.76 1.16 0.52  0.68
C3 1.28 -1.55 0.30  0.00
C4 0.47 -2.09 -0.86  -0.21
C5 -0.26 -2.85 -1.55  -0.05
H1 -1.85 2.09 -0.94  0.28
H2 -0.27 3.31 -0.47  0.20
H3 -2.16 2.86 0.97  0.26
H4 1.42 -2.38 1.05  0.29
H5 -1.09 -3.58 -2.01  0.32
N1 1.24 -0.24 0.72  -0.28
O1 -1.50 0.44 1.31  -0.56
S1 0.71 0.83 -0.33  -0.10

Properties
Multiplicity: 1
E_LUMO: -0.03211 Ha
HOMO-LUMO gap: 8.2 eV


(5)
Formula: C5H5NOS
Source: the Open Molecules 2025 dataset
Level of theory: the ωB97M-V functional and the def2-TZVPD basis

Each line ends with the Mulliken charge.
Element x y z (Å)
N1 2.04 -1.79 -1.00  -0.45
C1 1.53 -0.95 -0.37  0.13
C2 0.82 0.09 0.38  0.21
C3 0.29 1.14 -0.61  -0.54
O1 -0.92 0.60 -1.07  -0.33
C4 -1.46 -0.22 -0.21  0.28
S1 -2.89 -0.90 -0.48  -0.31
C5 -0.50 -0.47 0.97  -0.67
H1 1.47 0.50 1.12  0.41
H2 0.88 1.32 -1.52  0.34
H3 0.14 2.15 -0.15  0.27
H4 -0.91 0.05 1.81  0.32
H5 -0.50 -1.52 1.13  0.34

Properties
Multiplicity: 1
E_LUMO: 0.01454 Ha
Structure (SMILES): N#C[C@H]1COC(=S)C1
HOMO-LUMO gap: 9.3 eV


(6)
Formula: C5H5NOS
Source: the Open Molecules 2025 dataset
Level of theory: the ωB97M-V functional and the def2-TZVPD basis

Each line ends with the Mulliken charge.
Element x y z (Å)
O1 -0.15 2.78 0.03  -0.59
C1 -0.11 1.56 0.11  0.47
C2 -1.18 0.72 0.72  -0.41
C3 -1.14 -0.62 0.59  -0.26
C4 0.03 -1.34 -0.06  -0.59
C5 1.13 -0.46 -0.65  0.15
S1 2.38 -1.06 -1.52  -0.30
N1 0.99 0.90 -0.43  -0.11
H1 -1.95 1.30 1.24  0.38
H2 -1.90 -1.23 1.05  0.39
H3 -0.28 -2.02 -0.86  0.33
H4 0.54 -2.05 0.65  0.31
H5 1.65 1.50 -0.87  0.23

Properties
Multiplicity: 1
E_LUMO: -0.00957 Ha
Structure (SMILES): O=C1C=CCC(=S)N1
HOMO-LUMO gap: 8.8 eV


(7)
Formula: C5H5NS
Source: the Open Molecules 2025 dataset
Level of theory: the ωB97M-V functional and the def2-TZVPD basis

Each line ends with the Mulliken charge.
Element x y z (Å)
C1 -0.03 1.34 -0.78  -0.19
C2 1.27 0.97 -0.50  -0.35
C3 -1.15 0.43 -0.92  -0.31
C4 1.03 -1.65 0.78  -0.27
C5 -0.39 -0.92 0.99  -0.75
N1 -1.16 -0.60 -0.20  -0.07
S1 1.90 -0.68 -0.33  0.05
H1 -0.28 2.33 -1.15  0.38
H2 2.16 1.52 -0.69  0.36
H3 -0.99 -1.42 1.74  0.40
H4 -0.39 0.04 1.47  0.45
H5 -1.98 -1.36 -0.42  0.30

Properties
Multiplicity: 1
E_LUMO: -0.01958 Ha
HOMO-LUMO gap: 7.7 eV


(8)
Formula: C5H5NS
Source: the Open Molecules 2025 dataset
Level of theory: the ωB97M-V functional and the def2-TZVPD basis

Each line ends with the Mulliken charge.
Element x y z (Å)
N1 1.88 -0.79 0.28  -0.52
C1 0.67 -0.20 0.08  0.72
C2 0.35 1.06 -0.33  -0.64
C3 -1.11 1.13 -0.52  0.26
S1 -2.10 2.32 -1.00  -0.28
C4 -1.62 -0.14 0.00  -0.48
C5 -0.60 -0.97 0.21  -0.55
H1 2.75 -0.21 0.51  0.26
H2 1.95 -1.61 0.86  0.25
H3 1.11 1.84 -0.62  0.29
H4 -2.69 -0.41 -0.04  0.39
H5 -0.61 -2.03 0.56  0.29

Properties
Multiplicity: 1
E_LUMO: -0.03687 Ha
Structure (SMILES): NC1=CC(=S)C=C1
HOMO-LUMO gap: 7.3 eV


(9)
Formula: C5H5NS
Source: the Open Molecules 2025 dataset
Level of theory: the ωB97M-V functional and the def2-TZVPD basis

Each line ends with the Mulliken charge.
Element x y z (Å)
C1 1.21 -1.03 -0.77  -1.22
C2 0.55 0.33 -0.57  0.00
C3 -0.48 0.67 0.24  0.52
C4 -0.77 2.04 0.43  -0.02
N1 -1.03 3.16 0.37  -0.43
C5 -1.30 -0.29 1.04  -0.38
S1 -1.29 -1.95 1.05  -0.21
H1 0.45 -1.70 -1.17  0.36
H2 1.54 -1.56 0.18  0.31
H3 2.01 -0.96 -1.48  0.34
H4 1.09 1.11 -1.05  0.39
H5 -1.97 0.20 1.73  0.34

Properties
Multiplicity: 1
E_LUMO: -0.05129 Ha
Structure (SMILES): C/C=C(/C#N)C=S
HOMO-LUMO gap: 7.8 eV


(10)
Formula: C5H5NS
Source: the Open Molecules 2025 dataset
Level of theory: the ωB97M-V functional and the def2-TZVPD basis

Each line ends with the Löwdin spin population.
Element x y z (Å)
C1 -1.15 1.94 0.36  0.02
C2 0.22 -0.05 1.00  0.02
C3 -0.44 0.13 -1.78  0.64
C4 -0.53 0.70 0.26  0.17
C5 0.99 -1.23 0.70  0.01
N1 -1.56 3.01 0.34  0.06
S1 -1.67 -0.55 -2.52  1.01
H1 0.21 0.26 2.01  0.01
H2 0.47 0.29 -2.26  0.05
H3 0.84 -1.38 -0.35  0.01
H4 1.98 -1.10 1.01  0.00
H5 0.64 -2.00 1.21  0.00

Properties
Multiplicity: 3
E_LUMO (alpha / beta): 0.01072 / -0.09713 Ha
HOMO-LUMO gap (alpha / beta): 7.3 / 7.9 eV


(11)
Formula: C5H5O2S
Source: the Open Molecules 2025 dataset
Level of theory: the ωB97M-V functional and the def2-TZVPD basis

Each line ends with the Mulliken charge.
Element x y z (Å)
O1 0.58 2.76 -0.14  -0.76
C1 0.24 1.54 0.08  0.43
C2 0.09 0.89 1.36  -0.86
C3 -0.38 -0.43 1.25  0.60
O2 -0.69 -1.43 1.90  -0.71
C4 -0.37 -0.69 -0.50  -0.08
S1 0.76 -2.02 -1.00  -0.37
C5 0.09 0.54 -1.03  -0.55
H1 0.39 1.37 2.29  0.40
H2 -1.27 -1.03 -1.00  0.33
H3 0.31 -2.87 0.00  0.11
H4 -0.74 0.93 -1.63  0.13
H5 1.00 0.46 -1.60  0.32

Properties
Multiplicity: 1
E_LUMO: 0.12560 Ha
Total charge: -1
Structure (SMILES): O=C1C=C([O-])[C@H](S)C1
HOMO-LUMO gap: 7.4 eV


(12)
Formula: C5H5O3S
Source: the Open Molecules 2025 dataset
Level of theory: the ωB97M-V functional and the def2-TZVPD basis

Each line ends with the Mulliken charge.
Element x y z (Å)
O1 -0.98 1.76 -1.10  -0.62
C1 -1.15 0.73 -0.42  0.29
C2 -1.50 -0.53 -1.08  -0.61
C3 -0.72 -1.61 -1.15  -0.07
S1 0.72 -1.81 -0.26  -0.21
C4 1.26 -0.17 0.25  -1.01
C5 0.89 0.31 1.54  0.59
O2 0.41 -0.27 2.50  -0.64
O3 1.28 1.68 1.78  -0.49
H1 -1.09 0.66 0.69  0.34
H2 -2.11 -0.26 -1.97  0.21
H3 -0.94 -2.55 -1.58  0.35
H4 1.91 0.27 -0.36  0.56
H5 2.01 1.78 1.17  0.30

Properties
Multiplicity: 1
E_LUMO: 0.12373 Ha
Total charge: -1
Structure (SMILES): O=C/C=C\S/C=C(\[O-])O
HOMO-LUMO gap: 6.9 eV


(13)
Formula: C5H5O6Y
Source: the Open Molecules 2025 dataset
Level of theory: the ωB97M-V functional and the def2-TZVPD basis

Each line ends with the Löwdin spin population.
Element x y z (Å)
C1 2.81 1.98 -0.60  0.01
C2 1.50 1.63 0.23  0.02
O1 1.65 1.58 1.48  0.02
O2 2.76 1.98 -1.78  0.06
H1 3.66 2.32 0.03  0.01
H2 0.69 2.29 -0.14  0.01
C3 -0.79 -0.79 0.38  0.07
C4 -0.87 -2.05 -0.56  0.06
O3 -2.08 -1.80 -1.25  0.09
C5 -2.81 -0.86 -0.66  0.02
O4 -2.06 -0.26 0.32  0.14
O5 -3.97 -0.66 -0.82  0.18
O6 -0.39 -0.94 1.57  0.08
H3 -0.94 -2.96 0.04  0.01
H4 -0.03 -2.09 -1.25  0.01
Y1 0.72 0.37 3.24  0.00
H5 0.14 0.26 -0.24  0.22

Properties
Multiplicity: 2
E_LUMO (alpha / beta): -0.56056 / -0.61328 Ha
Total charge: +3
HOMO-LUMO gap (alpha / beta): 6.3 / 4.5 eV


(14)
Formula: C5H5O6Yb
Source: the Open Molecules 2025 dataset
Level of theory: the ωB97M-V functional and the def2-TZVPD basis

Each line ends with the Löwdin spin population.
Element x y z (Å)
O1 -1.69 0.54 -0.03  0.24
C1 1.46 4.77 0.39  0.00
C2 -2.25 -0.47 -0.28  0.56
O2 2.04 5.45 1.10  0.00
O3 0.86 4.10 -0.36  0.00
C3 -1.93 -1.87 0.17  0.11
Yb1 0.03 2.13 -1.40  1.05
H1 -2.67 -2.52 -0.32  0.01
H2 -1.97 -1.95 1.27  0.01
C4 -0.54 -2.23 -0.43  0.01
O4 0.53 -1.80 0.44  0.00
C5 1.16 -0.69 0.24  0.00
O5 0.73 0.25 -0.43  0.01
O6 2.31 -0.68 0.85  0.00
H3 -0.35 -1.88 -1.45  0.00
H4 -0.46 -3.32 -0.46  0.00
H5 2.76 0.17 0.72  0.00

Properties
Multiplicity: 3
E_LUMO (alpha / beta): -0.55214 / -0.67602 Ha
Total charge: +3
HOMO-LUMO gap (alpha / beta): 4.4 / 4.7 eV